62
Properties=species:S:1:pos:R:3:forces:R:3:mulliken_charge:R:1 method="wB97M-V/def2-TZVPD" gap_ev=5.0379 e_homo_ev=-3.70 multiplicity=1 e_lumo_ev=1.34 total_charge=-1 largest_force_ev_per_a=0.49
Pt 0.355 0.068 -0.543 0.02 0.24 0.04 1.47
S 0.175 -0.713 1.607 0.00 0.05 -0.07 -0.61
C 0.036 -2.474 1.471 -0.02 -0.01 0.03 0.41
C 0.247 -3.168 2.659 -0.01 0.00 0.02 -0.99
C 0.160 -4.552 2.748 0.03 0.04 0.07 0.32
C 0.395 -5.203 4.001 -0.01 -0.07 -0.07 -0.15
N 0.590 -5.726 5.008 0.00 0.05 0.01 -0.60
C -0.145 -5.271 1.581 -0.01 -0.07 -0.03 0.70
C -0.349 -4.594 0.394 -0.01 -0.01 0.00 -0.80
C -0.272 -3.189 0.273 0.01 0.07 0.02 0.30
S -0.559 -2.482 -1.276 -0.06 -0.28 0.00 -0.42
C -0.252 -6.705 1.605 -0.01 0.04 0.03 -0.20
N -0.347 -7.851 1.617 0.01 0.01 -0.02 -0.59
H 0.490 -2.606 3.553 0.00 0.00 -0.01 0.46
H -0.585 -5.159 -0.498 0.00 0.00 0.00 0.50
Cl 5.889 -0.894 -4.441 -0.01 0.01 0.00 -0.30
C 4.355 -0.339 -3.817 0.01 -0.01 0.01 0.64
C 3.555 0.446 -4.600 -0.02 -0.01 -0.01 -0.54
C 2.317 0.902 -4.131 0.06 0.03 -0.01 -0.08
I 1.141 2.131 -5.327 -0.01 0.01 0.00 -0.02
C 1.837 0.573 -2.865 0.00 0.03 0.06 0.42
O 0.711 0.970 -2.388 -0.05 -0.11 -0.08 -0.68
C 2.707 -0.244 -2.061 -0.03 0.03 0.06 0.10
N 2.241 -0.540 -0.803 0.02 0.05 -0.04 0.09
C 2.980 -1.253 0.018 -0.01 -0.09 -0.07 0.07
C 4.239 -1.745 -0.367 -0.02 0.02 0.03 -0.98
C 4.724 -1.484 -1.614 -0.01 -0.01 -0.02 -0.84
C 3.957 -0.704 -2.510 0.04 0.01 0.00 -0.08
H 3.883 0.714 -5.595 0.00 0.01 0.00 0.39
H 2.556 -1.446 0.993 0.02 0.01 0.01 0.53
H 4.805 -2.334 0.340 -0.01 -0.01 0.00 0.43
H 5.685 -1.864 -1.931 0.00 0.01 0.00 0.41
C -1.728 2.515 3.071 0.01 -0.02 -0.01 -0.91
O -1.868 3.069 1.772 -0.06 -0.07 -0.05 -0.41
C -0.750 3.243 1.031 0.02 0.12 0.07 1.17
C 0.542 3.142 1.531 0.00 -0.04 0.03 -0.54
C 1.630 3.404 0.714 0.00 0.01 -0.05 -0.66
C 1.444 3.779 -0.607 0.02 0.00 0.04 -0.80
C 0.158 3.872 -1.111 -0.04 -0.12 -0.03 -0.54
C -0.937 3.589 -0.310 0.16 0.07 -0.07 0.13
N -2.233 3.761 -0.857 -0.15 -0.25 -0.08 0.06
C -3.375 3.090 -0.666 0.18 0.00 -0.04 -0.89
C -3.626 1.829 -0.150 -0.01 -0.03 0.00 0.99
C -4.984 1.527 0.206 0.06 0.05 -0.04 -0.83
C -5.325 0.324 0.718 0.05 -0.08 0.00 -0.83
C -4.316 -0.681 0.863 -0.13 0.04 0.03 -0.55
C -3.028 -0.477 0.500 0.09 0.11 0.02 -0.57
C -2.620 0.788 -0.054 -0.29 -0.29 -0.04 0.73
O -1.487 0.994 -0.554 0.29 0.36 0.15 -0.33
H -2.740 2.322 3.419 0.01 -0.01 0.01 0.26
H -1.239 3.221 3.748 0.01 -0.01 0.00 0.36
H -1.170 1.578 3.036 0.00 -0.04 0.00 0.27
H 0.700 2.833 2.555 0.00 0.01 -0.02 0.39
H 2.629 3.295 1.115 0.00 0.00 -0.01 0.39
H 2.289 3.960 -1.256 0.00 0.00 0.00 0.37
H -0.001 4.102 -2.158 0.00 0.00 0.00 0.40
H -2.284 4.499 -1.542 -0.06 0.14 0.17 0.36
H -4.242 3.660 -0.990 0.00 -0.03 -0.03 0.39
H -5.732 2.302 0.073 0.00 0.01 0.01 0.33
H -6.348 0.108 0.994 0.00 -0.01 0.01 0.39
H -4.599 -1.653 1.250 -0.01 0.00 0.00 0.45
H -2.282 -1.256 0.560 -0.06 0.03 -0.03 0.06